1.
Here is C59H47CsF10GeN7O2SSe as an isolated structure at a distorted geometry from OMol25. Energies are from ωB97M-V with the def2-TZVPD basis set.

The geometry in XYZ format:
```
129
Properties=species:S:1:pos:R:3
Cs -0.5366 -0.0067 0.1057
C -1.3613 3.2227 -3.0129
N -2.1715 2.2841 -2.2667
C -2.7185 1.2466 -3.1306
C -1.7186 0.4958 -3.9962
N -0.7223 -0.1921 -3.2044
C -0.1962 -1.2923 -3.6901
C -0.3320 -1.9358 -4.9664
F -1.0157 -1.3430 -5.9874
C 0.2385 -3.1558 -5.2746
F 0.0085 -3.7020 -6.4887
C 1.0534 -3.8350 -4.3914
F 1.5462 -5.0682 -4.6821
C 1.3078 -3.2227 -3.1724
F 2.0931 -3.8457 -2.2731
C 0.7275 -2.0221 -2.8693
F 1.0708 -1.4588 -1.6827
C -3.2335 3.0090 -1.5704
C -4.3410 2.1582 -0.9641
N -3.8288 1.1869 -0.0265
C -4.6343 0.2136 0.3479
C -6.0062 -0.0663 0.0641
F -6.7700 0.7872 -0.6806
C -6.6721 -1.1729 0.5658
F -7.9705 -1.3586 0.2383
C -6.0672 -2.0870 1.3981
F -6.7346 -3.1782 1.8540
C -4.7376 -1.8609 1.7398
F -4.1120 -2.7172 2.5667
C -4.0870 -0.7727 1.2378
F -2.8101 -0.5249 1.6184
H -1.9024 3.6485 -3.8804
H -0.4528 2.7385 -3.3770
H -1.0780 4.0580 -2.3670
H -3.4794 1.6869 -3.8086
H -3.2206 0.5169 -2.4921
H -1.2605 1.1835 -4.7261
H -2.3342 -0.1918 -4.5860
H -3.7255 3.7153 -2.2712
H -2.7671 3.6071 -0.7796
H -4.9144 1.7077 -1.7833
H -5.0320 2.8733 -0.4867
C -2.9977 -1.7120 7.7959
C -2.0060 -1.4309 6.6966
C -2.4052 -0.8167 5.5128
C -1.4938 -0.5568 4.5003
C -0.1671 -0.9196 4.6627
C 0.2535 -1.5220 5.8384
C -0.6638 -1.7766 6.8477
S 0.9985 -0.6623 3.3226
O 2.3060 -0.8940 3.9076
O 0.5989 -1.6188 2.2987
N 0.7430 0.7574 2.7225
C 0.7957 1.9177 3.4329
C 1.1186 2.0749 4.7776
C 1.0536 3.3365 5.3945
C 0.6728 4.4577 4.7117
C 0.3483 4.3559 3.3387
C -0.0795 5.4556 2.5637
C -0.3941 5.2742 1.2474
C -0.2575 3.9872 0.6912
N 0.1492 2.9459 1.3700
C 0.4295 3.0999 2.6865
H -4.0191 -1.5490 7.4524
H -2.8251 -1.0611 8.6572
H -2.9177 -2.7439 8.1435
H -3.4453 -0.5468 5.3689
H -1.8197 -0.0835 3.5817
H 1.2969 -1.7887 5.9507
H -0.3334 -2.2569 7.7633
H 1.4332 1.2196 5.3599
H 1.3075 3.4033 6.4468
H 0.6079 5.4253 5.1978
H -0.1576 6.4297 3.0352
H -0.7335 6.0905 0.6226
H -0.4894 3.8185 -0.3552
C -0.8266 -6.1526 -1.9477
N -0.4336 -5.4567 -0.7446
C -0.9017 -4.2296 -0.3590
Se -2.1770 -3.2236 -1.1719
N -0.2349 -3.9101 0.7783
C 0.6572 -4.9088 1.1229
C 1.5594 -5.0289 2.1647
C 2.3130 -6.1964 2.2145
C 2.1740 -7.1955 1.2532
C 1.2779 -7.0636 0.1974
C 0.5250 -5.9034 0.1525
H -1.6336 -5.5883 -2.4084
H -1.1725 -7.1590 -1.7027
H 0.0142 -6.2098 -2.6421
H -0.2463 -3.0061 1.2367
H 1.6745 -4.2364 2.8933
H 3.0305 -6.3274 3.0148
H 2.7837 -8.0880 1.3240
H 1.1799 -7.8283 -0.5626
C 4.8804 -1.4841 0.0851
C 3.9732 -0.7721 0.8581
C 3.1479 0.1827 0.2737
C 3.2315 0.4635 -1.0956
C 4.1561 -0.2592 -1.8552
C 4.9659 -1.2275 -1.2782
Ge 2.1698 1.8429 -2.0065
C 2.5474 3.6078 -1.2202
C 3.3070 3.7289 -0.0547
C 3.5000 4.9641 0.5486
C 2.9488 6.1094 -0.0138
C 2.1971 6.0074 -1.1772
C 1.9907 4.7679 -1.7658
C 2.5028 1.8490 -3.9351
C 2.8794 3.0073 -4.6167
C 3.0442 3.0020 -5.9960
C 2.8356 1.8339 -6.7202
C 2.4725 0.6700 -6.0526
C 2.3107 0.6801 -4.6741
H 5.5042 -2.2445 0.5390
H 3.8618 -0.9745 1.9168
H 2.4314 0.6578 0.9423
H 4.2401 -0.0751 -2.9210
H 5.6582 -1.7862 -1.8972
H 3.7328 2.8404 0.3992
H 4.0739 5.0297 1.4651
H 3.0922 7.0725 0.4607
H 1.7518 6.8930 -1.6161
H 1.3698 4.6982 -2.6542
H 3.0503 3.9275 -4.0696
H 3.3335 3.9152 -6.5035
H 2.9515 1.8295 -7.7973
H 2.2969 -0.2493 -6.5983
H 2.0188 -0.2354 -4.1751
```

Calculated total energy in eV: -236892.5639
Gap between HOMO and LUMO (alpha / beta) in eV: 5.18 / 4.96
Multiplicity: 2
LUMO energy (alpha / beta) in Eh: 0.130 / 0.122
Expectation value of S²: 0.756
Net charge: -2
Energy relative to the best compared isomer or geometry (same formula, charge and spin) in kJ/mol: 19.1
E_HOMO (alpha / beta) in eV: -1.64 / -1.64



2.
Here is a 4-piece molecular cluster, C29H42N3O11S2 overall at a distorted geometry from OMol25. Energies are from ωB97M-V with the def2-TZVPD basis set.

The geometry in XYZ format:
```
87
Properties=species:S:1:pos:R:3
O 8.4382 1.7531 -0.2884
N 7.8105 2.3160 -1.1204
O 6.8859 3.1221 -0.5256
C 6.1600 3.8545 -1.5433
C 5.4160 3.0300 -2.7215
C 4.1059 2.4312 -1.9162
C 4.5110 0.8663 -1.6935
C 4.4228 0.0676 -3.0809
C 2.9740 -0.5601 -3.4056
S 1.5903 0.0908 -2.3632
C 0.6870 1.4488 -3.2694
S 0.8230 1.4691 -4.9379
N -0.0428 2.4131 -2.4361
C -0.6320 3.5253 -3.2112
C -1.8321 3.4378 -4.1803
C -2.3128 4.7347 -4.9096
C -1.6555 6.1383 -4.6730
C -0.4807 6.2314 -3.6652
C 0.0174 4.9382 -2.9766
C -1.0079 1.7713 -1.5191
C -1.3517 2.5841 -0.2155
C -2.3167 2.0957 0.8838
C -2.9957 0.7144 0.6940
C -2.6948 -0.0779 -0.6190
C -1.7139 0.4141 -1.7394
C 3.9759 3.3638 -0.6076
N 4.9974 4.4798 -0.8436
H 6.9088 4.5408 -2.0770
H 4.9835 3.7528 -3.5045
H 6.1407 2.2341 -3.1374
H 3.2902 2.5723 -2.7111
H 5.6251 0.8952 -1.3778
H 3.9488 0.3812 -0.8261
H 5.1676 -0.8128 -2.9935
H 4.8052 0.6798 -3.9856
H 2.8147 -0.4825 -4.5315
H 3.0492 -1.6896 -3.1727
H -2.3415 2.4441 -4.3879
H -3.1794 4.7219 -5.6641
H -1.9961 7.0923 -5.1903
H 0.0580 7.2026 -3.3863
H 0.8989 5.0163 -2.2510
H -0.8543 3.6079 -0.0682
H -2.5004 2.7348 1.8085
H -3.6965 0.3299 1.5193
H -3.2187 -1.0975 -0.7338
H -1.5139 -0.2011 -2.6858
H 4.0041 2.8771 0.4297
H 2.9911 3.9297 -0.7880
H 4.5692 5.1212 -1.5411
H 5.3454 4.9305 0.0278
C -1.2461 -1.0913 2.9928
O -1.8774 -1.3096 4.2537
C -2.1437 -2.5993 4.5191
O -1.8968 -3.5367 3.7986
O -2.7313 -2.6639 5.7244
C -3.0723 -3.9863 6.1394
H -1.0781 -0.0195 2.8825
H -0.2785 -1.5974 2.9534
H -1.8905 -1.4247 2.1768
H -2.1771 -4.6066 6.2243
H -3.7891 -4.4347 5.4476
H -3.5387 -3.9172 7.1226
C -0.1631 -5.7662 3.3497
O 0.6879 -5.9926 4.4741
C 1.9789 -6.1855 4.1592
O 2.4465 -6.1805 3.0461
O 2.6604 -6.3851 5.3007
C 4.0574 -6.6057 5.1171
H -1.1760 -5.6239 3.7208
H 0.1375 -4.8636 2.8145
H -0.1582 -6.6317 2.6825
H 4.5272 -5.7360 4.6521
H 4.2307 -7.5037 4.5201
H 4.5036 -6.7540 6.1011
C -7.1975 -2.5912 2.5270
O -7.9519 -2.3897 1.3331
C -7.2556 -1.8343 0.3283
O -6.0925 -1.5102 0.3650
O -8.0783 -1.7021 -0.7246
C -7.4678 -1.1204 -1.8751
H -7.8590 -3.0432 3.2667
H -6.3640 -3.2738 2.3458
H -6.8380 -1.6381 2.9215
H -6.6451 -1.7442 -2.2320
H -7.1189 -0.1086 -1.6564
H -8.2228 -1.0629 -2.6598
```

Calculated total energy in eV: -79398.2225
Gap between HOMO and LUMO in eV: 6.92
LUMO energy in Eh: -0.128
Net charge: +1
E_HOMO in eV: -10.42